Record 1
ORCA calculation (the ωB97M-V functional and the def2-TZVPD basis) on a cluster of 4 separate species, C32H36N3O8S in total at a distorted geometry.

Each line ends with the Löwdin charge.
Atoms and positions in Å:
C -2.77779 1.63420 -4.77639  -0.093
C -1.68023 0.53821 -5.37541  -0.201
O -2.26235 -0.82831 -5.51560  -0.168
C -1.29238 -1.77684 -4.91102  -0.251
O -0.06489 -2.02062 -5.38708  0.018
C -1.80221 -2.55586 -3.54346  -0.070
C -2.19994 -1.40267 -2.39882  -0.191
C -1.38042 -1.85044 -1.03775  -0.397
S -2.15034 -1.27741 0.56721  1.026
C -1.79933 0.51826 0.95695  -0.379
C -0.67390 1.23689 0.00828  -0.222
C 0.84066 0.62350 0.13144  -0.174
C 2.02724 1.35840 -0.76858  -0.030
C 3.59765 0.86409 -0.81992  -0.035
C 3.97597 -0.46714 0.08638  -0.037
C 2.85234 -1.23543 1.03195  -0.040
C 1.29781 -0.67331 1.02617  -0.044
H -3.78897 1.12645 -4.46941  0.084
H -2.33098 2.27755 -3.88393  0.083
H -3.02733 2.35159 -5.69449  0.097
H -1.29612 0.88116 -6.42720  0.144
H -0.75004 0.46374 -4.63897  0.127
H -2.74175 -3.24147 -3.70660  0.140
H -0.90351 -3.24293 -3.16183  0.139
H -3.36804 -1.36847 -2.22312  0.135
H -1.76962 -0.34525 -2.72602  0.104
H -0.25376 -1.57411 -1.18721  0.114
H -1.42174 -3.04357 -1.02253  0.126
H -1.49760 -2.06028 1.57166  0.046
H -2.82406 1.10757 0.79060  0.123
H -1.57844 0.62104 2.12205  0.135
H -0.60413 2.37014 0.37739  0.145
H -1.00362 1.32010 -1.13609  0.120
H 1.71654 2.28562 -1.42296  0.090
H 4.37054 1.42424 -1.49726  0.093
H 5.08150 -0.89625 0.06668  0.097
H 3.16688 -2.19184 1.65939  0.096
H 0.52012 -1.24151 1.69049  0.051
C -4.84861 -1.31330 -8.27443  -0.062
C -4.65301 -0.37671 -7.25822  -0.060
C -5.53120 0.69992 -7.12025  -0.002
C -6.60952 0.82696 -8.00673  -0.140
C -6.80380 -0.10758 -9.03258  0.004
C -5.91728 -1.17852 -9.16234  -0.062
N -7.55084 1.94239 -7.85116  -0.326
O -7.33405 2.75870 -6.94322  0.057
O -8.51028 2.00172 -8.63347  0.070
H -4.16447 -2.15421 -8.37455  0.110
H -3.81694 -0.48774 -6.57104  0.066
H -5.36511 1.42123 -6.32308  0.097
H -7.63362 -0.01837 -9.73057  0.122
H -6.06133 -1.91095 -9.95356  0.111
C 7.76889 1.46026 5.37959  -0.062
C 6.46804 1.46202 5.88547  -0.049
C 5.48310 0.67438 5.28637  -0.002
C 5.81453 -0.11834 4.17888  -0.130
C 7.11783 -0.11613 3.66424  -0.004
C 8.09364 0.67785 4.27010  -0.067
N 4.78978 -0.96793 3.56038  -0.303
O 3.64401 -0.92772 4.03291  0.048
O 5.12969 -1.67956 2.60430  0.006
H 8.53482 2.07173 5.85357  0.111
H 6.22231 2.07561 6.74958  0.111
H 4.47405 0.68677 5.69259  0.068
H 7.38762 -0.72275 2.80227  0.116
H 9.10899 0.68412 3.87989  0.109
C -0.73082 -0.73995 8.51133  -0.072
C 0.30060 -1.33916 7.78658  -0.068
C 1.49261 -0.64733 7.56321  0.005
C 1.64340 0.64827 8.07647  -0.133
C 0.60666 1.25515 8.79781  0.004
C -0.58189 0.55443 9.01233  -0.063
N 2.90364 1.37101 7.86688  -0.281
O 3.78978 0.80750 7.20739  0.012
O 3.01097 2.50096 8.36460  0.089
H -1.65628 -1.28549 8.68774  0.109
H 0.17644 -2.34771 7.39803  0.108
H 2.28693 -1.12823 6.99652  0.118
H 0.70837 2.26193 9.19755  0.122
H -1.39143 1.01572 9.57367  0.112

The value obtained for the LUMO energy is -3.50 eV. As for the multiplicity: 1. As for the charge: +1. For the electronic energy, the calculation gives -2404.31837 a.u.


Record 2
ORCA calculation (the ωB97M-V functional and the def2-TZVPD basis) on a cluster of 6 separate species, C32H36N5O12P2S in total at a distorted geometry.

Each line ends with the Löwdin charge.
Atoms and positions in Å:
C -2.11342 1.67672 -2.21394  -0.211
C -0.67363 0.95593 -1.84562  -0.484
P 0.81542 2.11622 -2.13486  0.114
P 0.77563 2.92368 -0.10245  0.254
O -0.59213 4.03977 0.07754  -0.363
O 0.56305 1.71136 1.15022  -0.393
S 2.49952 3.81399 0.30975  0.166
H -2.25400 1.88823 -3.35750  0.068
H -2.19756 2.73145 -1.66904  0.058
H -2.98231 0.98084 -1.82286  0.047
H -0.58826 0.01578 -2.57479  0.081
H -0.74662 0.51314 -0.76364  0.048
H -0.08018 3.18690 -2.58962  -0.054
H 1.93352 2.99904 -2.47807  -0.083
H 1.78367 1.08246 -1.75324  -0.047
H 0.86745 1.65296 -3.51387  -0.067
H -0.26390 4.98791 0.01239  0.055
H 0.84516 0.79898 0.79010  0.080
C -7.66196 0.20023 -2.74344  -0.077
C -6.54708 -0.13069 -1.97164  -0.059
C -5.52567 -0.91142 -2.51623  0.000
C -5.62939 -1.35357 -3.84232  -0.141
C -6.75111 -1.02928 -4.61694  -0.012
C -7.76753 -0.25025 -4.06045  -0.098
N -4.54715 -2.15323 -4.42865  -0.325
O -3.58025 -2.43516 -3.70523  0.067
O -4.66014 -2.49697 -5.61402  0.048
H -8.45319 0.81395 -2.31623  0.109
H -6.47272 0.22291 -0.94549  0.110
H -4.66332 -1.16062 -1.90174  0.117
H -6.84683 -1.36989 -5.64581  0.115
H -8.64092 0.00939 -4.65461  0.107
C 5.24730 4.05464 3.80329  -0.063
C 6.36218 3.72372 4.57508  -0.079
C 7.38359 2.94299 4.03049  -0.016
C 7.27987 2.50083 2.70440  -0.147
C 6.15815 2.82513 1.92979  0.016
C 5.14173 3.60416 2.48627  -0.075
N 8.36211 1.70118 2.11808  -0.316
O 9.32901 1.41925 2.84150  0.031
O 8.24912 1.35744 0.93270  0.070
H 4.45607 4.66835 4.23049  0.109
H 6.43654 4.07732 5.60124  0.102
H 8.24594 2.69379 4.64499  0.111
H 6.06243 2.48452 0.90092  0.124
H 4.26834 3.86380 1.89211  -0.036
C 12.35317 0.28547 2.58526  -0.064
C 13.44834 -0.25756 1.91157  -0.064
C 14.42033 -0.97032 2.61626  -0.007
C 14.28260 -1.13789 4.00108  -0.150
C 13.18815 -0.58723 4.68110  -0.002
C 12.22399 0.12601 3.96602  -0.060
N 15.28774 -1.90784 4.74361  -0.330
O 16.25115 -2.36292 4.10922  0.052
O 15.11345 -2.06228 5.96091  0.054
H 11.59493 0.83562 2.03063  0.093
H 13.54281 -0.12776 0.83556  0.108
H 15.26781 -1.38737 2.07663  0.116
H 13.07139 -0.70542 5.75634  0.117
H 11.36913 0.55473 4.48434  0.103
C -2.86538 1.62944 3.39513  -0.060
C -3.87019 1.11430 4.21558  -0.078
C -3.79124 -0.20112 4.67690  -0.015
C -2.69428 -0.99399 4.31249  -0.150
C -1.68801 -0.48183 3.48267  0.010
C -1.77936 0.83425 3.02523  -0.045
N -2.59268 -2.36938 4.81494  -0.330
O -3.51254 -2.79203 5.53112  0.046
O -1.59147 -3.02750 4.49791  0.056
H -2.92848 2.65749 3.04251  0.111
H -4.71423 1.73977 4.49832  0.102
H -4.58241 -0.58771 5.31562  0.113
H -0.83367 -1.08767 3.18805  0.119
H -1.00177 1.24202 2.38310  0.072
C -11.48874 -5.16665 -6.84518  -0.076
C -10.16844 -4.88958 -6.48718  -0.065
C -9.89816 -4.02774 -5.42249  0.005
C -10.96264 -3.44983 -4.71704  -0.138
C -12.28900 -3.72020 -5.07919  -0.003
C -12.54681 -4.58148 -6.14755  -0.071
N -10.68530 -2.56308 -3.58072  -0.310
O -9.49864 -2.33358 -3.30344  0.059
O -11.65296 -2.09823 -2.96138  0.062
H -11.69456 -5.84371 -7.67248  0.107
H -9.34917 -5.34832 -7.03665  0.110
H -8.86377 -3.82202 -5.15589  0.119
H -13.12463 -3.27466 -4.54350  0.118
H -13.57304 -4.80005 -6.43447  0.107

The value obtained for the LUMO energy is 0.18 eV. As for the multiplicity: 1. As for the charge: -1. For the electronic energy, the calculation gives -3498.04187 a.u.


Record 3
ORCA calculation (the ωB97M-V functional and the def2-TZVPD basis) on a structure of composition C32H37AsN4O7PTl.

Each line ends with the Löwdin charge.
Atoms and positions in Å:
Tl 0.25593 -1.88438 0.02056  0.943
C 1.22862 -3.91253 3.82074  -0.093
O 0.01080 -3.94124 4.55154  -0.118
C -0.83463 -2.87800 4.28339  -0.236
C -1.24414 -2.10881 5.35343  -0.051
C -2.12074 -1.03516 5.18881  -0.138
C -2.56178 -0.73635 3.90822  -0.095
C -2.15697 -1.49709 2.81773  -0.175
C -2.62482 -1.19636 1.45056  -0.151
N -2.42953 -0.05606 0.91677  0.001
N -2.98406 0.16288 -0.35012  0.037
C -2.59523 -0.64522 -1.30408  -0.540
O -1.79343 -1.63522 -1.25565  -0.248
C -3.16207 -0.31998 -2.66610  -0.154
C -2.94273 -1.20874 -3.71261  -0.029
C -3.38889 -0.91672 -4.99506  -0.089
C -4.05810 0.27176 -5.24497  -0.110
C -4.29120 1.16055 -4.20048  -0.112
C -3.84914 0.86538 -2.91938  -0.060
C -1.29603 -2.62818 2.95178  -0.389
O -0.94376 -3.33252 1.93804  -0.238
H 1.82734 -4.74926 4.18260  0.078
H 1.04610 -4.00898 2.75162  0.068
H 1.76806 -2.97686 4.01314  0.089
H -0.85699 -2.36862 6.33359  0.101
H -2.43385 -0.44231 6.03938  0.077
H -3.22935 0.10113 3.73521  0.101
H -3.12843 -1.99049 0.89618  0.131
H -2.38421 -2.11215 -3.50446  0.118
H -3.17825 -1.60203 -5.80725  0.104
H -4.37876 0.51428 -6.25102  0.092
H -4.80955 2.09431 -4.39025  0.086
H -4.01096 1.54753 -2.09483  0.093
O 0.18932 -1.52615 -6.52315  0.079
C -0.15490 -0.31334 -6.15643  -0.542
O -0.59204 0.50749 -6.94419  0.037
C -0.02132 0.02342 -4.71329  -0.072
C -0.52481 1.18797 -4.18523  -0.031
N -0.24086 1.16939 -2.87347  0.022
N 0.41322 0.06345 -2.49529  0.104
C 0.54399 -0.65877 -3.59632  -0.142
C 1.15311 -2.04391 -3.50570  -0.601
O 1.13481 -2.72038 -4.57454  -0.002
O 1.63026 -2.39929 -2.41772  -0.157
H 0.56577 -2.06978 -5.70523  0.037
H -1.08045 1.98019 -4.65671  0.131
H -0.56322 1.80379 -2.16184  0.136
C 6.29275 -2.03904 -0.74910  -0.358
P 4.52249 -2.25128 -1.26803  0.811
C 3.91613 -0.59515 -0.75583  -0.348
C 4.73377 -1.91027 -3.06784  -0.311
H 6.71955 -1.09732 -1.10882  0.020
H 6.89342 -2.86635 -1.13407  0.016
H 6.35767 -2.06063 0.34081  0.018
H 4.55928 0.20552 -1.13644  0.036
H 3.86160 -0.52587 0.33116  -0.003
H 2.90570 -0.46330 -1.14919  -0.011
H 5.55178 -1.20650 -3.24864  0.027
H 3.80396 -1.48949 -3.44585  0.018
H 4.91797 -2.83358 -3.61765  0.030
C 2.49298 3.10275 2.24825  -0.350
As 1.69248 1.34996 1.83685  1.131
C 0.49820 1.99443 0.42290  -0.343
C 0.38077 1.23616 3.31853  -0.345
C -0.43639 2.46249 3.55117  -0.303
C -0.03257 3.43949 4.46091  -0.078
C -0.77840 4.59452 4.65248  -0.113
C -1.94832 4.79367 3.93269  -0.121
C -2.36344 3.82406 3.02777  -0.086
C -1.61957 2.66869 2.83722  -0.053
H 1.72908 3.86531 2.40343  0.010
H 3.12749 3.39005 1.40865  0.008
H 3.11623 3.02909 3.14063  0.008
H 0.08227 2.97012 0.67835  0.024
H -0.31974 1.28398 0.28226  -0.014
H 1.08651 2.06061 -0.49313  0.007
H 0.94568 0.95709 4.20980  0.069
H -0.25606 0.38853 3.05906  0.048
H 0.87898 3.28629 5.02911  0.105
H -0.44601 5.33831 5.36770  0.089
H -2.53440 5.69313 4.07978  0.086
H -3.27959 3.96183 2.46573  0.099
H -1.95432 1.90404 2.14140  0.083

The value obtained for the LUMO energy is 4.16 eV. As for the multiplicity: 1. As for the charge: -2. For the electronic energy, the calculation gives -4737.03519 a.u.